C34H72NO16 | the ωB97M-V functional and the def2-TZVPD basis

The strongest force on any atom comes out at 19.0 eV/Å. As for the HOMO energy: -0.3475 Ha. The charge is +1. The energy above the lowest of the compared OMol25 structures with the same formula, charge and spin comes out at 20.2468 eV. Its gap between HOMO and LUMO is 6.259 eV.

Last column: Mulliken charge in e.
Element x y z (Å)
N1 0.381 59.142 41.696  2.593
H1 -0.562 59.518 41.477  0.365
H2 1.089 59.571 41.093  -1.192
H3 0.371 58.100 41.440  -0.862
H4 0.453 59.303 42.752  -0.325
O1 0.451 57.253 39.214  -0.592
C1 1.021 56.446 38.450  1.146
O2 0.260 55.375 37.848  -0.328
C2 -1.033 55.156 38.261  -0.028
C3 -1.454 53.662 38.177  -1.209
C4 2.477 56.340 38.096  1.128
H5 -1.749 55.853 37.758  0.352
H6 -1.212 55.346 39.213  0.037
H7 -0.679 52.998 38.809  0.165
H8 -1.315 53.271 37.171  0.325
H9 -2.268 53.179 38.656  0.457
H10 2.651 55.399 37.372  0.345
H11 2.843 56.025 38.804  -1.829
H12 2.802 57.278 37.635  -0.227
O3 2.920 60.216 43.252  -0.299
C5 2.990 61.517 43.428  -0.632
O4 3.759 62.095 44.406  -0.292
C6 4.599 61.297 45.206  -0.482
C7 5.129 62.258 46.396  -1.596
C8 2.108 62.414 42.716  0.234
H13 5.408 60.825 44.797  0.348
H14 4.099 60.507 45.507  0.511
H15 5.832 61.799 46.971  0.536
H16 4.253 62.319 47.039  0.310
H17 5.625 63.116 46.409  0.501
H18 1.247 62.853 43.589  0.097
H19 1.521 61.996 41.829  -0.919
H20 2.776 63.350 42.502  0.410
O5 1.599 59.226 44.958  -0.493
C9 0.610 58.488 44.979  0.457
O6 0.235 57.829 43.952  -0.179
C10 -1.104 57.227 43.724  -2.013
C11 -1.150 56.276 42.584  0.250
C12 -0.371 58.292 46.187  -1.170
H21 -1.739 58.057 43.690  0.582
H22 -1.457 56.845 44.503  1.468
H23 -0.554 56.665 41.595  0.275
H24 -2.230 56.147 42.555  0.490
H25 -0.331 55.538 42.758  -0.998
H26 -0.838 57.410 46.379  0.444
H27 -1.253 59.056 45.957  0.172
H28 0.219 58.642 47.155  0.284
O7 2.626 58.827 39.134  0.839
C13 3.782 58.767 38.675  0.700
O8 4.868 59.291 39.219  -0.388
C14 4.926 59.882 40.510  0.990
C15 6.375 60.217 40.865  -2.229
C16 4.013 58.276 37.309  -2.211
H29 4.399 59.147 41.016  0.179
H30 4.313 60.828 40.555  -0.309
H31 7.204 59.554 40.756  0.471
H32 6.289 60.243 41.851  0.552
H33 6.807 61.075 40.550  0.515
H34 3.851 57.215 37.649  0.373
H35 4.843 58.622 36.922  0.820
H36 3.227 58.277 36.624  0.337
O9 2.346 56.882 41.940  0.030
C17 2.744 55.821 41.362  0.456
O10 1.919 54.729 41.306  -0.357
C18 0.753 54.767 41.849  1.527
C19 0.153 53.319 42.043  -1.343
C20 4.072 55.473 40.645  -1.363
H37 0.202 55.625 41.441  -0.797
H38 0.941 55.009 42.965  0.169
H39 -0.951 53.283 42.412  0.248
H40 0.763 52.698 42.665  0.400
H41 -0.003 52.887 40.986  0.245
H42 4.768 55.000 41.400  0.459
H43 4.811 56.410 40.335  0.120
H44 3.954 55.082 39.656  0.466
O11 0.558 65.012 36.320  -0.661
C21 0.684 65.133 37.598  0.881
O12 1.267 64.201 38.305  -0.119
C22 1.922 63.026 37.777  0.104
C23 2.563 62.183 38.801  -0.277
C24 -0.018 66.245 38.334  -1.162
H45 2.593 63.291 36.914  0.562
H46 1.058 62.506 37.335  -0.340
H47 3.438 62.674 39.199  0.432
H48 2.912 61.232 38.557  0.282
H49 1.995 61.867 39.554  -0.113
H50 0.727 67.147 38.458  0.283
H51 -0.583 65.901 39.192  0.232
H52 -0.527 66.810 37.675  0.539
O13 2.779 64.193 41.519  -0.767
C25 1.474 64.191 41.495  1.020
O14 0.833 65.340 41.980  -0.352
C26 1.529 66.432 42.497  -0.181
C27 0.421 67.314 43.148  -1.354
C28 0.570 63.091 40.930  -0.817
H53 1.976 66.843 41.692  0.415
H54 2.296 66.121 43.410  0.175
H55 0.849 68.211 43.544  0.419
H56 -0.248 66.825 43.780  0.364
H57 -0.230 67.600 42.364  0.356
H58 0.175 62.494 41.775  -0.674
H59 1.321 62.209 40.586  1.486
H60 0.077 63.404 40.078  1.124
C29 -1.967 60.909 42.010  -1.945
C30 -0.923 61.465 42.890  1.029
O15 0.359 61.733 42.582  -0.064
C31 -1.307 61.655 44.456  -1.904
H61 -2.318 59.939 42.408  0.325
H62 -1.704 60.764 40.977  0.596
H63 -2.783 61.645 42.008  0.386
H64 -2.122 60.995 44.631  0.587
H65 -1.760 62.556 44.604  0.545
H66 -0.389 61.728 45.051  0.256
C32 0.812 59.873 37.448  -0.486
C33 0.307 61.067 38.161  -0.608
O16 0.851 61.295 39.384  0.422
C34 -0.669 62.019 37.573  -0.169
H67 0.128 59.058 37.690  0.139
H68 1.817 59.801 37.829  -0.409
H69 0.924 60.160 36.362  0.536
H70 -0.349 62.974 38.085  -0.334
H71 -1.602 61.548 37.737  0.398
H72 -0.173 62.066 36.388  0.322